# 1
Formula: C2H34CdF6NO21S2
Source: OMol25
Level of theory: the ωB97M-V functional and the def2-TZVPD basis

Summary:
ΔE to the lowest compared entry with this formula, charge and spin: 0.00 kJ/mol
E_HOMO: -12.23 eV
HOMO-LUMO gap: 8.696 eV
Net charge: +1
DFT total energy: -89647.4350 eV
Maximum force: 6.06 eV Å⁻¹

Structure (XYZ):
```
67
Properties=species:S:1:pos:R:3:forces:R:3:mulliken_charge:R:1
F 2.6672 1.1843 0.5084 -0.19 0.01 0.26 -0.213
H 0.0095 -1.8023 -3.8165 -0.02 0.17 0.00 0.315
H 5.8716 -0.2332 -0.9682 0.10 -0.01 -0.09 0.319
H -5.8613 2.2861 -0.2774 -0.09 0.06 0.02 0.314
H -0.5352 3.3720 -0.2878 0.11 -0.07 0.08 0.279
O -2.7463 -2.8115 1.0575 -1.71 -0.23 0.47 -0.464
H -3.6941 3.5085 -2.7943 0.19 0.13 -0.06 0.359
H -0.7705 -2.8423 -1.9813 -0.20 0.41 0.12 0.346
C 2.4288 -0.1140 0.5646 -0.52 0.25 -1.14 0.659
O -6.5802 2.2603 -0.9179 0.14 -0.11 0.08 -0.612
H -2.4688 1.5798 -3.8611 0.47 0.03 -0.88 0.497
F -3.0677 1.4802 -0.2865 -0.46 0.52 0.04 -0.220
H -1.0005 -4.3150 -1.5219 -0.07 0.19 -0.09 0.297
H 2.0019 4.0211 -2.5790 -0.08 0.03 0.00 0.276
H 1.9352 2.1511 3.9000 -0.16 0.12 -0.03 0.289
O 1.2164 3.5098 -2.8001 0.32 -0.41 0.03 -0.656
F -1.7754 0.7188 -1.8252 -0.26 -0.27 -0.21 0.167
F -3.0504 -0.6284 -0.6656 -0.23 -0.45 -0.53 -0.192
F 3.5493 -0.7375 0.2327 0.02 -0.39 0.36 -0.161
O -1.7719 0.0104 1.8869 0.09 -1.08 -0.59 -0.575
O -0.5361 -2.5802 2.9513 -0.06 0.20 1.91 -0.441
O 5.9082 -3.0288 0.2169 -0.31 -0.03 -0.08 -0.638
H -1.1872 0.0499 5.5093 0.01 -0.06 -0.02 0.327
O 1.6453 1.2037 -4.1788 -0.22 -0.31 -0.04 -0.641
O 1.3768 -3.7477 0.6735 1.41 -1.00 0.53 -0.422
O 1.1130 1.6608 4.0058 0.50 -0.32 -0.04 -0.601
O 1.5932 -1.7173 -1.4383 -0.09 -0.40 0.62 -0.707
O 0.8328 0.6086 -1.4631 -0.08 -1.13 0.78 -0.325
O -1.4276 2.4137 3.8409 0.41 -0.40 0.28 -0.653
H 1.3791 0.7283 4.0161 0.03 0.10 0.18 0.271
Cd -0.6097 -2.9494 0.8894 -0.38 -1.83 -0.16 0.834
S -1.0022 0.2870 0.6991 -0.40 0.33 0.98 0.144
H 3.3922 0.2099 5.1312 0.03 -0.14 0.03 0.305
H 1.8112 -4.0692 1.4776 0.07 0.07 -0.16 0.277
O -0.7881 4.1341 -0.8142 -0.16 0.03 -0.15 -0.663
O -2.2450 0.8673 -4.4807 0.56 -0.77 -0.15 -0.673
H -0.2495 4.0397 -1.6171 0.02 -0.06 0.11 0.417
H 2.0421 -3.8427 -0.0264 -0.30 0.30 -0.16 0.284
S 1.0807 -0.5942 -0.7029 1.64 0.59 -1.46 0.539
O -0.8106 -1.5814 -3.3582 0.31 -0.22 0.02 -0.703
O 2.7751 -0.5112 4.9573 -0.03 0.01 0.01 -0.582
O -3.2460 2.7598 -3.2040 -0.55 0.59 0.52 -0.751
H 2.5501 -0.8513 5.8311 0.02 0.04 -0.05 0.285
F 2.0083 -0.4643 1.7703 0.44 -0.06 0.34 -0.164
H 5.1784 -0.6272 -2.2717 0.09 -0.04 0.00 0.315
H -2.4903 1.2128 -5.3457 0.02 -0.07 0.11 0.278
H -0.8190 -1.7103 3.3239 0.10 -0.06 0.12 0.375
H -1.4384 2.9050 3.0136 0.03 -0.04 0.03 0.304
H -3.1831 -2.6329 1.9038 0.19 0.06 -0.07 0.301
N -0.1187 -1.1120 0.2687 -0.32 5.94 -1.18 0.756
H -1.6648 0.2030 4.0655 0.00 0.16 0.26 0.354
H -0.4789 2.1594 3.9802 -0.80 0.50 -0.34 0.387
C -2.3190 0.4694 -0.6617 1.31 0.10 1.31 0.647
H 1.4843 1.4984 -5.0833 0.04 0.08 0.08 0.302
H -1.0666 -0.7082 -3.7043 -0.36 -0.10 -0.04 0.212
O 5.8763 -0.9016 -1.6642 -0.22 0.12 0.01 -0.662
O -0.9897 -3.4023 -1.2027 -0.23 -1.04 -1.13 -0.446
H -7.3701 2.1029 -0.3893 0.01 0.05 -0.07 0.305
H -3.4891 2.0071 -2.6623 -0.54 0.12 0.35 0.170
H 1.5518 2.6098 -3.0213 -0.11 0.90 0.05 0.353
H -3.4550 -2.8009 0.3994 0.28 -0.03 -0.13 0.268
H 5.6712 -2.4159 -0.5015 0.27 -0.10 0.09 0.374
H 0.7654 1.1550 -3.7774 0.03 -0.23 -0.15 0.311
O -0.2440 1.5051 0.7513 -0.11 -0.81 -0.32 -0.441
H -0.4291 -3.1535 3.7216 -0.02 0.08 -0.07 0.231
H 6.6638 -3.5192 -0.1211 -0.01 0.05 0.02 0.299
O -1.3995 -0.4668 4.7247 0.01 -0.06 -0.60 -0.739
```
Positions in Å, forces in eV/Å.

---

# 2
Formula: C2H34O14S2
Source: OMol25
Level of theory: the ωB97M-V functional and the def2-TZVPD basis

Summary:
ΔE to the lowest compared entry with this formula, charge and spin: 596.52 kJ/mol
E_HOMO: -8.61 eV
HOMO-LUMO gap: 8.354 eV
DFT total energy: -52958.0566 eV
Maximum force: 9.49 eV Å⁻¹

Structure (XYZ):
```
52
Properties=species:S:1:pos:R:3:forces:R:3:mulliken_charge:R:1
O 1.3889 0.0667 -4.3756 -0.96 -3.68 -4.59 -0.614
H 1.3856 1.1426 -1.7076 1.44 1.24 1.59 0.277
H 0.7348 1.5458 5.4150 1.82 2.80 1.76 0.469
H -4.4720 -0.8420 -0.8144 1.34 -0.15 -0.36 0.350
O -1.7707 -1.4332 1.0992 -0.43 -0.81 0.13 -0.527
H 2.1454 1.7645 1.9032 -1.31 1.85 -0.09 0.209
O 1.8795 1.2431 -0.8160 -1.93 -2.31 -3.09 -0.595
H -2.0751 -3.1269 -3.9396 0.57 0.96 -1.14 0.365
H 1.1290 -0.1937 -3.5715 -0.90 -0.29 4.76 0.363
O -5.2643 -0.3958 -0.5774 -2.34 -1.29 -0.77 -0.618
H -1.6497 -1.0898 2.0097 -0.42 -0.76 -0.72 0.253
H -0.3496 -0.1500 -0.7224 -1.46 4.43 2.74 0.257
H -0.8517 -4.7294 -2.0179 -1.37 -0.99 0.67 0.268
O -3.1554 -1.0919 -2.1640 -0.27 -1.84 2.13 -0.613
H 0.9034 -1.4745 0.8207 -0.93 -1.41 0.49 0.305
H -0.2925 0.3870 5.5943 -1.77 -1.08 0.53 0.429
S 0.2917 3.2598 2.8378 1.82 2.14 -0.34 -0.158
O -1.5514 -2.4370 -4.4383 -1.31 -1.83 0.32 -0.618
H -1.1869 -1.9962 -3.6869 0.81 0.86 0.66 0.228
H -2.2360 -1.1554 -1.9238 0.73 0.19 0.21 0.308
H 3.7244 2.1245 -0.2601 1.39 0.36 0.85 0.328
H -5.0998 0.3462 -0.0547 0.78 1.59 1.19 0.276
H 0.7301 -2.3114 3.2762 0.00 5.07 5.54 0.297
H 1.5922 -2.3954 -1.9002 -1.81 1.12 -3.71 0.264
H -0.0981 -5.0965 -3.3911 -0.55 0.03 0.99 0.300
H 2.1168 -3.7019 -1.3460 -0.35 2.77 0.37 0.314
O -0.1703 -4.5128 -2.6130 1.76 0.59 -1.38 -0.545
O 0.7856 -2.8803 2.6328 3.06 -5.73 -6.93 -0.603
C 0.1693 0.9416 4.8378 -0.23 0.14 -1.56 -1.121
H 1.6967 -2.3202 -4.8100 -1.03 -1.31 1.58 0.299
H 2.2788 -1.0332 1.2094 -1.77 1.13 -0.62 0.334
H -2.2560 -2.3071 1.0826 0.87 1.68 0.64 0.299
O 4.5740 2.3924 0.2150 0.14 -1.21 -2.51 -0.645
H 0.9214 0.3539 4.3878 0.43 -1.02 -1.16 0.272
H 0.3040 -1.3718 -0.6403 0.61 -1.43 0.09 0.099
H 0.8837 2.1156 0.7862 -0.91 -0.22 -0.41 0.318
H 1.7901 0.7878 -4.7098 1.85 3.86 -0.18 0.261
C 1.4084 2.6137 1.5616 0.28 -3.92 1.52 -0.802
O 1.3852 -2.9307 -4.0624 2.23 1.72 -1.03 -0.605
O 2.0238 -2.6923 -1.1669 2.14 -3.97 3.30 -0.557
H -3.2344 -0.5660 -2.9114 -0.14 1.51 -2.18 0.303
H 0.5525 -3.3073 -4.2939 -1.08 0.09 -0.55 0.289
H 1.7621 -2.9463 2.2804 -3.04 0.29 1.54 0.309
H 1.9811 3.3209 1.0592 0.88 1.92 -0.23 0.460
S -0.8459 1.9276 3.6868 -1.22 -2.29 0.44 -0.060
O 1.3581 -0.6698 0.9854 2.91 0.17 0.90 -0.581
H -1.3838 5.0410 0.8429 2.50 -0.40 2.12 0.311
H -2.7622 4.6529 0.5633 -0.52 -0.23 0.03 0.307
O -0.2144 -0.8622 -1.2341 0.20 -3.00 -3.93 -0.534
H 5.2874 2.1001 -0.4515 -1.65 0.73 1.62 0.300
H 1.6203 0.3017 -0.5746 1.10 1.37 0.86 0.389
O -2.0424 5.1788 0.2286 -1.95 0.58 -2.11 -0.614
```
Positions in Å, forces in eV/Å.

---

What is the DFT total energy in the first record? -89647.4350 eV